No. 1
Computed, not measured: a structure of composition C5H11O6P2, with wB97M-V/def2-TZVPD.

Properties
E_HOMO (alpha / beta): -0.0225 / -0.2161 Ha
Multiplicity: 3
LUMO (alpha / beta): 3.681 / 1.797 eV
Charge: -1
Gap between HOMO and LUMO (alpha / beta): 4.29 / 7.68 eV
⟨S²⟩: 2.007

```
24
Properties=species:S:1:pos:R:3:forces:R:3
C -3.1346 -0.4248 0.7527 0.60 -0.39 1.10
C 3.1859 -0.2820 0.6043 -2.49 -2.47 -1.11
C 1.0760 -0.6965 -2.4336 1.74 -1.97 1.98
C -2.2680 0.7517 1.3568 -3.33 0.46 -0.69
C 0.9957 0.2792 -0.1849 2.86 0.81 0.02
O 0.0897 2.8965 0.4574 -0.16 -1.42 -0.98
O 0.4252 -1.6586 1.6697 0.40 -1.06 3.03
O -1.0743 1.4208 -1.4606 1.45 0.14 1.93
O 2.0398 0.5575 0.8203 -0.81 0.31 -2.21
O 1.5790 0.2371 -1.4577 0.34 -1.46 0.27
O -0.9638 0.5899 1.0062 0.42 1.76 1.34
P -0.1647 -1.0672 0.4676 1.36 -2.27 -3.77
P -0.1992 1.5815 -0.2131 -2.64 2.68 -0.41
H -3.0078 -0.3951 -0.3615 -0.74 0.17 0.98
H -2.5502 -1.2846 1.0583 -0.23 -0.74 0.02
H -4.1664 -0.6049 1.2078 1.21 0.81 -0.99
H 2.5885 -1.2880 0.5474 2.10 0.84 0.23
H 3.7646 -0.2025 1.5062 0.46 -0.03 0.12
H 3.7569 -0.1890 -0.3789 -0.75 0.50 1.40
H 1.2520 -1.8389 -2.2519 -0.93 2.05 0.69
H 1.7158 -0.5907 -3.2334 1.35 0.91 -2.08
H 0.1239 -0.3826 -2.6741 -2.30 0.01 -0.57
H -2.4236 1.0159 2.4218 0.24 -0.67 -0.40
H -2.6403 1.5753 0.7734 -0.15 1.03 0.09
```
Positions in Å, forces in eV/Å.

=====

No. 2
Computed, not measured: an isolated molecule of C4H8N2O2, with wB97M-V/def2-TZVPD.

Properties
E_HOMO: -0.3659 Ha
LUMO: 0.617 eV
Gap between HOMO and LUMO: 10.57 eV
Structure (SMILES): CCC(=O)NC(N)=O

```
16
Properties=species:S:1:pos:R:3:forces:R:3
C -0.1835 -2.6018 1.2074 0.16 0.93 1.37
C 0.2395 -1.5822 0.1092 -0.03 1.35 6.15
C -0.2696 -0.1921 0.5243 -0.17 2.61 -1.62
O -0.9730 0.1415 1.4263 0.25 -1.02 0.70
N 0.1265 0.8577 -0.4461 0.66 -0.56 -2.07
C 0.0196 2.3163 -0.3540 -1.49 -1.46 -3.26
N 0.1079 3.0121 -1.6674 -0.71 -0.51 2.32
O -0.4457 2.8665 0.5683 0.16 1.03 2.10
H -1.2122 -2.8882 1.2882 -1.04 0.29 -1.00
H 0.2988 -3.5442 1.0451 0.78 -0.39 0.28
H -0.1081 -2.1977 2.2600 0.92 -0.43 -1.13
H -0.2586 -1.8528 -0.6910 -1.85 -1.15 -4.63
H 1.2996 -1.5145 0.0466 0.78 -0.18 -0.51
H 0.1609 0.4521 -1.4318 0.33 1.12 1.85
H 0.8388 2.7362 -2.2192 2.11 -2.14 -1.86
H 0.3592 3.9910 -1.6660 -0.87 0.50 1.31
```
Positions in Å, forces in eV/Å.

=====

No. 3
Computed, not measured: a cluster of 2 separate species, C2H9N2O in total, with wB97M-V/def2-TZVPD.

Properties
E_HOMO: -0.4698 Ha
LUMO: -3.184 eV
Charge: +1
Gap between HOMO and LUMO: 9.60 eV

```
14
Properties=species:S:1:pos:R:3:forces:R:3
C -0.5307 0.1072 -0.2712 -0.12 1.39 -1.50
C -0.9882 -0.5029 -1.3946 -0.31 -1.10 1.16
N -2.2286 -0.3343 -1.9377 1.71 0.27 0.63
N 0.6467 -0.4250 0.4080 1.11 -0.53 0.19
H -0.6694 1.1753 -0.1438 -0.49 -0.28 0.61
H -0.4212 -1.3769 -1.7259 -0.11 0.08 -0.42
H -2.4026 -0.6636 -2.8674 -0.47 0.01 0.06
H -2.9130 0.0349 -1.3053 -0.47 0.26 -0.59
H 0.3753 -1.3230 0.8138 0.30 0.25 0.45
H 1.4432 -0.6457 -0.2016 -0.25 0.02 -0.37
H 1.1189 0.2073 1.1382 -0.99 -0.35 -0.17
H 1.6953 1.5233 3.0848 0.34 -0.03 -0.04
H 2.9148 1.0730 2.1670 0.11 0.26 0.45
O 1.9595 1.1504 2.2356 -0.36 -0.25 -0.46
```
Positions in Å, forces in eV/Å.

=====

No. 4
Computed, not measured: a structure of composition C26H29AsFeNOS, with wB97M-V/def2-TZVPD.

Properties
E_HOMO (alpha / beta): -0.0734 / -0.0796 Ha
Multiplicity: 5
LUMO (alpha / beta): 2.609 / 2.601 eV
Charge: -1
Gap between HOMO and LUMO (alpha / beta): 4.61 / 4.77 eV
⟨S²⟩: 6.045

```
60
Properties=species:S:1:pos:R:3:forces:R:3
Fe -0.1132 0.3908 0.9841 0.84 0.42 0.13
O 1.7051 -0.4615 0.7218 -0.05 -0.17 0.08
N 2.5576 -0.3880 1.7350 -0.17 -0.02 -0.24
C 3.8634 -0.5133 1.4182 0.11 -0.01 -0.02
C 4.8393 -0.4667 2.3697 0.00 0.01 0.03
C 4.4527 -0.2786 3.7028 0.20 -0.02 -0.03
C 3.1286 -0.1443 4.0042 -0.31 0.03 0.00
C 2.1222 -0.1862 3.0100 0.17 0.00 0.14
S 0.4606 0.0023 3.3311 -0.10 -0.10 0.03
H 4.0395 -0.6393 0.3616 -0.01 0.00 0.00
H 5.8733 -0.5601 2.0728 0.00 0.00 0.03
H 5.1961 -0.2283 4.4881 -0.01 0.00 -0.01
H 2.7951 0.0164 5.0195 0.00 0.00 -0.01
C -2.8661 -2.8276 2.1343 -0.02 0.00 0.02
C -3.3321 -1.3755 2.1201 0.00 -0.10 0.09
As -2.4264 -0.3180 0.7580 -0.23 -0.10 0.08
C -3.5206 1.2890 0.7997 -0.01 0.07 0.07
C -3.3006 2.1225 2.0621 -0.07 -0.02 -0.03
C -3.0501 -1.2090 -0.8613 -0.12 0.01 -0.13
C -4.5609 -1.3312 -1.0260 0.01 -0.05 -0.06
H -3.3539 -3.3947 2.9295 -0.01 0.01 0.01
H -1.7885 -2.8902 2.2973 0.01 0.04 0.00
H -3.0874 -3.3321 1.1912 -0.02 0.01 0.00
H -3.0999 -0.8895 3.0680 -0.01 -0.01 0.05
H -4.4081 -1.2898 1.9626 -0.06 -0.06 0.03
H -4.5603 0.9696 0.7136 -0.08 0.08 -0.02
H -3.2539 1.8660 -0.0853 0.02 0.01 -0.01
H -3.6318 1.5865 2.9557 0.02 0.00 -0.01
H -3.8681 3.0527 1.9960 -0.02 -0.01 0.00
H -2.2521 2.3958 2.1805 0.03 -0.04 -0.07
H -2.5764 -2.1917 -0.8701 0.02 -0.03 -0.01
H -2.6067 -0.6482 -1.6852 -0.02 0.01 -0.05
H -5.0210 -1.8706 -0.1951 0.04 0.00 0.00
H -4.8037 -1.8770 -1.9408 -0.02 0.01 0.01
H -5.0411 -0.3548 -1.0921 0.03 0.01 0.00
C -0.1560 2.2247 0.3923 -0.12 0.30 -0.14
C -0.1311 3.4526 0.1983 -0.05 -0.48 0.02
C -0.1040 4.8248 -0.0151 -0.03 0.44 -0.04
C 1.1944 5.4899 -0.0557 -0.21 -0.06 -0.01
C 1.4082 6.7514 -0.6520 0.04 0.05 0.01
C 2.6642 7.3385 -0.7010 -0.04 -0.08 0.01
C 3.7797 6.6977 -0.1709 -0.09 0.00 -0.01
C 3.5974 5.4413 0.4005 -0.09 -0.05 0.02
C 2.3445 4.8536 0.4598 0.10 -0.01 0.00
C -1.3858 5.5094 -0.1641 0.26 -0.11 0.00
C -2.5331 4.8008 -0.5799 -0.15 -0.02 0.02
C -3.7783 5.4011 -0.6806 0.12 -0.04 -0.01
C -3.9498 6.7502 -0.3823 0.08 0.00 0.03
C -2.8334 7.4719 0.0315 0.03 -0.08 0.00
C -1.5880 6.8711 0.1415 -0.05 0.10 -0.01
H 0.5707 7.2621 -1.1089 0.07 0.02 -0.04
H 2.7762 8.3069 -1.1772 -0.02 0.01 0.00
H 4.7593 7.1583 -0.2084 0.00 0.00 0.00
H 4.4488 4.9104 0.8150 -0.02 0.00 0.00
H 2.2244 3.8733 0.9061 0.03 0.02 0.00
H -2.4128 3.7521 -0.8249 -0.01 0.02 -0.01
H -4.6276 4.8095 -1.0093 0.02 0.00 0.01
H -4.9211 7.2225 -0.4645 0.01 0.00 0.00
H -2.9376 8.5203 0.2909 0.01 0.00 0.00
H -0.7503 7.4549 0.4998 -0.07 0.02 0.04
```
Positions in Å, forces in eV/Å.

=====

No. 5
Computed, not measured: an isolated molecule of C4H7NO2, with wB97M-V/def2-TZVPD.

Properties
E_HOMO (alpha / beta): -0.3372 / -0.3521 Ha
LUMO (alpha / beta): -1.922 / -1.211 eV
Gap between HOMO and LUMO (alpha / beta): 7.25 / 8.37 eV

```
14
Properties=species:S:1:pos:R:3:forces:R:3
O 0.4302 -0.6346 2.0312 -0.08 -0.25 0.09
C 0.2284 -0.1177 0.7536 -0.25 0.16 -0.28
C 0.7501 1.2050 0.6109 0.17 0.25 0.16
N 0.3110 0.1321 -1.5254 -0.14 -0.19 -0.08
C 0.6104 -0.8893 -0.5770 0.15 -0.20 0.10
C -1.0219 0.3275 -1.6518 -0.28 0.03 0.05
O -1.8971 -0.2689 -0.9997 0.28 0.14 -0.26
H -0.2951 -1.2381 2.2387 0.14 0.08 0.00
H -0.8796 -0.0561 0.5133 0.15 0.04 0.11
H 0.5865 1.9120 1.4247 0.01 -0.10 -0.11
H 1.4175 1.4903 -0.1886 -0.11 -0.05 0.10
H -0.0189 -1.7823 -0.6490 0.07 0.13 -0.01
H 1.6706 -1.1555 -0.5922 -0.14 0.07 0.00
H -1.2996 1.1274 -2.3562 0.03 -0.12 0.10
```
Positions in Å, forces in eV/Å.

=====

No. 6
Computed, not measured: a structure of composition C58H39F5N8PS2SeTi, with wB97M-V/def2-TZVPD.

Properties
E_HOMO (alpha / beta): -0.2367 / -0.2370 Ha
Multiplicity: 2
LUMO (alpha / beta): -1.140 / -1.096 eV
Gap between HOMO and LUMO (alpha / beta): 5.30 / 5.35 eV
⟨S²⟩: 0.758

```
115
Properties=species:S:1:pos:R:3:forces:R:3
Ti -0.6396 0.1619 -0.4636 -1.29 -1.95 -1.20
C 4.5904 0.7835 1.1563 0.80 0.57 0.62
N 3.5999 0.4124 0.1660 -2.51 -0.50 -0.91
C 2.2306 0.6458 0.3163 0.79 -1.07 -1.17
N 1.5189 -0.0318 -0.6394 2.17 0.52 1.00
C 2.4591 -0.7532 -1.3960 0.12 0.97 0.71
C 3.7370 -0.4428 -0.9542 -0.12 0.89 1.07
C 5.0816 -0.8543 -1.3986 -0.22 -1.21 -0.48
C 6.1500 0.0335 -1.5217 -0.61 0.44 0.46
C 7.4288 -0.4416 -1.7809 0.23 0.55 0.05
C 7.6442 -1.7986 -1.9607 0.20 0.30 -0.05
C 6.5782 -2.6837 -1.9300 -0.46 -0.34 -0.39
C 5.2860 -2.2192 -1.7085 0.48 0.42 0.65
C 2.1345 -1.6664 -2.4941 -0.10 -0.54 -1.89
C 2.8991 -1.6697 -3.7038 -0.30 0.40 0.70
C 2.5441 -2.4796 -4.7816 0.56 -0.16 0.17
C 1.5119 -3.4125 -4.6616 -0.02 0.34 0.40
C 0.7831 -3.4611 -3.4629 0.29 0.22 -0.85
C 1.0480 -2.5545 -2.4482 0.32 0.15 1.04
P 1.5454 1.8120 1.5867 0.37 -0.41 -0.91
C 0.2722 0.7637 2.3201 -1.25 -1.37 0.40
N -0.5579 -0.0466 1.5918 0.59 0.19 3.48
C -1.2962 -0.7968 2.5328 0.61 0.82 0.34
C -0.9744 -0.3511 3.8218 0.69 0.60 -1.42
N 0.0662 0.6007 3.6819 -1.13 -0.56 -2.39
C 0.7694 1.3287 4.7144 0.35 0.54 1.05
C -1.5377 -0.5989 5.1458 -0.15 -0.64 1.40
C -2.8389 -0.1852 5.5196 0.59 0.23 -0.91
C -3.2395 -0.2348 6.8409 -0.24 -0.39 -0.02
C -2.3923 -0.7798 7.8010 -0.08 0.08 0.56
C -1.1394 -1.2661 7.4581 0.16 -0.26 -0.41
C -0.7215 -1.2037 6.1283 -0.11 0.29 -0.36
C -2.1571 -1.9096 2.1026 -1.30 -0.44 0.33
C -1.9415 -2.4804 0.8563 0.03 0.03 -0.41
C -2.7838 -3.4363 0.2976 -0.44 -0.26 0.18
C -3.8519 -3.9577 1.0465 0.75 0.49 -0.63
C -4.0938 -3.3929 2.2917 -0.34 -0.24 0.43
C -3.2859 -2.3974 2.8213 0.93 0.65 -0.20
C 0.4914 2.7030 0.3841 -1.94 0.93 -1.15
N -0.4335 2.1221 -0.4559 1.08 3.29 0.51
C -1.1228 3.1562 -1.1296 1.00 0.10 0.90
C -0.6218 4.3523 -0.6545 0.35 -0.08 0.35
N 0.3841 4.0804 0.3028 -0.84 -2.20 -0.99
C 1.2703 5.0050 0.9669 1.02 1.03 -0.09
C -0.9896 5.7149 -1.0728 -0.26 0.58 0.07
C -1.2280 6.7445 -0.1318 0.08 -0.73 -0.38
C -1.5292 8.0255 -0.5619 -0.21 0.09 0.00
C -1.6147 8.2997 -1.9210 0.23 -0.01 -0.13
C -1.4232 7.2834 -2.8561 -0.38 0.13 -0.21
C -1.1534 5.9832 -2.4431 0.39 -0.07 0.27
C -2.2213 2.9974 -2.1237 -0.95 0.18 -0.70
C -2.0283 2.5776 -3.4590 0.38 -0.19 0.42
C -3.1179 2.3478 -4.3057 -0.24 0.02 -0.41
C -4.4422 2.5718 -3.8848 1.15 0.02 0.44
C -4.6253 3.0459 -2.5890 0.03 0.28 -0.09
C -3.5445 3.3206 -1.7548 0.34 -0.50 0.77
H 4.1508 0.7937 2.1686 0.02 -0.13 -0.56
H 5.4334 0.0797 1.1805 -0.45 0.06 -0.24
H 5.0172 1.7933 0.9820 -0.31 -0.53 -0.11
H 5.9273 1.1027 -1.3784 0.41 -0.50 -0.06
H 8.2693 0.2638 -1.8150 -0.40 -0.36 -0.09
H 8.6554 -2.1255 -2.1550 0.01 -0.23 0.03
H 6.7249 -3.7520 -2.1149 0.03 0.41 0.08
H 4.4580 -2.9159 -1.6954 0.01 0.08 0.12
H 3.7846 -1.0213 -3.7867 -0.58 -0.23 -0.01
H 3.1547 -2.4419 -5.6978 -0.42 0.02 0.50
H 1.3016 -4.0605 -5.5140 -0.11 0.06 0.42
H -0.0269 -4.1673 -3.3523 -0.06 -0.02 0.03
H 0.4265 -2.5484 -1.5403 0.41 -0.26 -0.43
H 0.1000 1.5464 5.5710 0.25 -0.36 -0.55
H 1.6343 0.7415 5.0914 -0.52 0.38 -0.27
H 1.1201 2.3217 4.3563 -0.19 -0.84 -0.04
H -3.5310 0.1753 4.7450 0.43 0.02 0.38
H -4.2485 0.0936 7.0922 0.32 -0.08 0.07
H -2.7173 -0.8495 8.8404 0.04 0.08 -0.29
H -0.4864 -1.7333 8.1998 -0.31 0.18 -0.20
H 0.2363 -1.6428 5.8216 -0.33 0.31 0.15
H -1.0210 -2.2085 0.3461 0.03 -0.05 -0.24
H -2.6568 -3.7541 -0.7397 0.28 -0.06 0.39
H -4.4444 -4.7794 0.6315 0.04 0.49 0.26
H -4.9583 -3.7193 2.8717 0.28 0.00 -0.09
H -3.5144 -1.9861 3.8016 -0.05 -0.10 -0.24
H 1.4335 5.8965 0.3421 -0.37 -0.33 0.09
H 0.8946 5.3540 1.9310 -0.10 -0.22 -0.08
H 2.2877 4.5920 1.1017 -0.73 -0.18 0.00
H -1.2438 6.5026 0.9292 0.16 0.09 -0.15
H -1.7524 8.8151 0.1519 0.14 -0.19 -0.04
H -1.8200 9.3189 -2.2440 -0.03 -0.27 -0.02
H -1.5438 7.5163 -3.9180 0.12 -0.18 0.36
H -1.0409 5.1584 -3.1583 0.00 0.54 0.26
H -1.0032 2.3716 -3.8141 -0.72 0.07 0.19
H -2.9371 1.9413 -5.3142 -0.03 0.32 0.58
H -5.2940 2.3772 -4.5258 0.16 -0.10 0.02
H -5.6279 3.1867 -2.2043 0.03 0.12 -0.04
H -3.7498 3.6673 -0.7254 0.19 -0.22 -0.66
S -0.9685 -0.3765 -2.7918 0.33 0.14 0.76
C -2.6721 -0.6349 -2.8415 -1.71 0.32 1.61
C -3.1446 -1.1846 -4.0686 -0.47 -0.10 -0.65
N -3.4883 -1.5958 -5.0932 0.17 0.17 0.52
C -3.5657 -0.3492 -1.7961 0.67 -0.45 -1.74
S -3.1861 0.2938 -0.2557 1.42 0.19 0.14
C -4.9813 -0.5433 -1.9650 -0.10 -0.26 -0.32
N -6.1231 -0.6812 -2.0429 0.23 0.08 -0.02
F -0.0657 -7.9545 -0.8465 -0.11 0.24 0.11
C 0.2701 -6.7702 -0.3102 -0.31 0.13 0.06
C 1.3677 -6.0881 -0.8172 -0.22 -0.67 -0.16
F 2.0161 -6.6453 -1.8594 0.05 0.32 0.30
C 1.7673 -4.9006 -0.2490 0.55 0.99 0.38
F 2.8955 -4.3144 -0.7339 -0.53 -0.38 0.03
C 1.0975 -4.2881 0.8228 -0.52 -0.77 -0.39
Se 1.5333 -2.5567 1.5003 0.12 -0.45 -0.10
C -0.0167 -5.0292 1.2914 0.84 0.80 0.56
F -0.5913 -4.5850 2.4258 -0.39 -0.31 -0.33
C -0.4638 -6.2178 0.7404 0.30 -0.16 -0.19
F -1.5503 -6.8496 1.2267 0.45 0.17 -0.12
```
Positions in Å, forces in eV/Å.